A 32-piece molecular cluster, C24H112O40 overall. Source: the OMol25 dataset; level of theory: ωB97M-V/def2-TZVPD.

```
176
Properties=species:S:1:pos:R:3:forces:R:3
O -0.9344 2.8089 4.6644 0.29 -0.38 -1.47
H -1.0653 -1.6965 -5.1478 -0.48 -0.27 -0.03
H 3.8205 2.7256 -2.8498 0.43 -1.43 1.33
O 5.1545 -0.6930 -1.9501 0.24 -0.14 1.28
H -2.4199 4.0410 1.3164 0.16 -0.56 -0.55
C 1.4747 2.9718 -4.1043 -1.00 -0.81 -0.85
H -3.8041 1.5134 2.2086 -0.07 -0.04 0.62
H -4.0916 -0.5113 6.5270 -0.59 -0.26 -0.12
H -0.3901 1.7646 -2.2231 1.01 0.89 -0.66
H -0.6935 -5.6482 4.7995 -0.04 0.18 -0.17
H 1.3737 0.8053 3.0382 -0.95 0.34 0.15
H 1.2809 3.4863 0.5973 -0.38 0.14 -0.30
H -0.4175 2.8204 1.9015 -0.71 0.49 1.11
O -0.5864 -6.3669 -0.9078 0.24 1.06 1.38
C -4.6790 3.6875 3.2704 -0.01 0.72 -0.85
H -1.3128 5.5639 -2.3627 -1.97 -0.04 -1.69
O 0.4235 0.2556 -7.6385 1.16 -0.94 0.80
H -0.2403 -2.3872 -0.0387 0.36 -0.82 -0.46
O 4.3568 4.1304 0.1755 -1.24 0.10 0.64
O -5.2930 6.0889 3.3188 -0.26 0.22 -0.35
C 1.5151 2.8420 1.4322 1.23 -0.54 -0.66
O -4.7492 0.3953 -0.9242 0.28 0.74 0.15
H 3.6168 4.4749 -0.3827 -0.03 -0.10 0.29
H -5.2868 -0.9601 -1.9902 -0.40 0.42 0.51
H -7.3665 -1.8526 -2.0343 -0.49 0.17 0.22
O 1.1152 1.5848 -3.9726 -1.01 -0.22 0.19
H -3.1709 0.1459 5.2058 -0.57 -0.08 0.08
H -0.9815 2.4245 5.5379 -0.57 0.06 1.25
O 2.6772 2.0230 0.9979 -0.02 1.19 0.47
H -0.0931 -4.8736 0.9793 -1.67 0.52 0.67
H 3.5114 0.3404 3.6280 -0.37 -0.36 -0.32
H -3.7870 -6.6932 -0.7626 0.44 -0.06 -0.40
H -1.5197 0.6864 8.7974 0.94 0.10 -0.35
H -2.8879 3.1310 -1.6073 0.48 0.28 0.63
O -1.6545 1.8610 7.1347 -0.42 0.22 -0.30
O -0.1513 -1.4315 -5.2075 0.27 -1.40 -1.39
H 4.3366 -3.4388 3.0735 0.18 0.68 0.74
H -4.5778 -8.0740 -1.5437 -0.03 0.91 -0.07
H -1.8889 -3.8529 -4.0047 -0.60 0.92 0.59
C -0.7761 -4.9141 3.9795 0.13 -0.35 -0.60
H -1.7669 -4.4729 3.9955 -0.17 0.19 0.22
H 1.7672 -3.9808 -0.9116 -0.16 0.02 0.58
C 2.8760 3.0366 -4.5353 1.92 2.28 -1.16
H -0.4417 2.0914 4.1864 -0.03 0.67 -0.13
O 0.1623 -3.8655 4.1515 -1.43 0.53 0.65
H 3.7871 -3.2432 -2.0189 0.52 -0.56 -0.30
H -1.0627 -0.0913 2.7868 -0.16 -0.50 -0.28
O -1.7741 4.9031 2.7847 -0.51 0.61 -0.66
H -4.2599 -3.2997 -2.5141 0.47 0.23 -0.20
O 4.7295 1.0757 2.7936 -1.43 2.00 -1.38
O -3.5743 -3.9059 -2.8582 0.37 0.68 -0.11
H -0.0843 -0.6906 -4.6569 0.36 1.85 1.53
H -1.6687 -3.0549 -2.4670 -0.48 0.37 0.00
O -3.4908 1.1369 1.3855 0.10 -0.53 -0.70
H 1.7602 1.6072 -7.7010 0.52 0.23 0.12
H -6.2097 6.3780 3.3000 -0.01 -0.46 0.22
H -0.8446 5.8805 -0.7944 -0.44 1.09 2.09
H -6.9865 -1.9922 -3.7188 -0.48 0.56 -1.74
H -2.8000 2.8684 3.8834 -1.58 0.66 0.08
H 5.0272 1.8082 3.3360 0.61 0.07 0.40
O -2.4880 3.5948 0.4386 0.11 -0.94 -0.13
H 0.9649 -4.0918 3.7266 1.78 -0.62 -0.73
O -5.3793 -1.7875 -2.4718 1.05 -0.93 -0.65
H 3.0353 3.8840 -5.2446 -0.40 -0.67 0.19
C -5.0119 4.9554 4.1201 0.36 -0.67 -0.98
H -2.6196 1.6493 7.0791 0.42 0.30 -0.17
C -0.3198 -1.4627 0.4896 -0.93 0.94 0.44
H 1.7804 3.5308 2.2518 0.17 -0.57 0.01
O 3.8116 3.3809 -3.5241 -0.17 0.90 -0.63
O 0.9738 -0.8975 0.7356 -0.83 0.10 -0.46
O -3.8078 2.8090 3.9714 1.18 -0.61 0.07
H 0.3239 5.9843 -2.1100 -0.21 -0.17 0.40
H -4.4737 1.2106 -1.4093 -0.25 -0.51 0.58
H -2.0031 -2.3726 1.3053 0.16 0.11 0.36
H 5.8082 -3.6561 -0.5668 0.05 -0.59 0.69
H 2.3058 -1.9261 -2.7877 0.02 0.45 0.36
H -1.5948 5.8431 2.5960 0.16 -0.78 0.53
C -0.6852 -5.6897 2.6515 -0.60 1.11 0.49
C 5.4348 3.9975 -0.6856 0.11 0.38 -0.81
H 3.2251 -2.7301 -6.3113 0.42 0.08 0.32
O -1.0333 1.2503 -1.7698 -0.24 -0.36 1.94
H -4.0663 5.1982 4.5414 0.77 0.10 0.88
H -4.4527 0.5497 0.0125 -0.31 0.04 -0.97
H 4.0420 1.6111 2.2196 1.21 -1.72 0.75
C 3.0781 -2.6864 -5.2278 -1.39 0.34 1.26
O 4.6947 1.8587 -1.3542 -1.00 -1.06 -0.04
H -1.1767 -0.1439 7.2990 0.56 0.19 -0.06
O 0.7235 -1.0975 5.2510 0.94 0.34 -2.08
H -2.6100 -2.1973 -3.7882 -0.27 -0.44 0.53
O -4.2023 1.4680 6.3793 -0.45 1.76 0.51
H 1.9629 -2.7379 -5.0480 1.01 0.26 -0.36
H 1.2684 -1.1618 1.6065 0.15 -0.05 0.39
H 2.5713 2.4406 -8.6845 0.28 -0.32 1.04
H 4.8376 0.8633 -1.4658 0.16 1.39 -0.02
H -1.9885 2.6754 -3.6884 -0.04 0.26 -0.59
H 2.5648 -1.0788 -1.4651 -0.91 -1.21 -0.89
H 6.0099 -1.3276 -0.2428 -0.07 -0.29 0.21
O -3.4582 2.7825 -2.2841 -0.82 -0.29 0.33
H 2.3660 -5.1849 2.2708 0.13 0.18 -0.33
H -3.0712 0.2661 1.5809 0.26 0.59 0.49
H -1.2619 -5.9166 -0.3604 0.64 -0.15 -0.13
H 3.6507 -0.7162 -5.1609 -0.23 -0.01 -0.42
H 6.5462 -3.0246 -1.9911 -0.34 0.29 0.15
H 6.2558 4.5508 -0.2805 0.88 0.21 0.27
H -0.5967 -2.4189 2.3867 -0.12 -0.02 0.05
C 5.8066 2.5789 -0.9218 1.71 -0.95 -0.74
H -6.7102 -3.3332 -2.6662 0.19 -0.07 -0.02
H 0.8957 3.3630 -4.9824 -0.04 -0.32 1.10
H -2.6356 2.6083 0.5709 0.09 1.47 0.29
H -0.9058 3.8711 -0.8443 0.28 -1.07 0.24
C -2.7389 2.0351 -3.2296 0.63 0.68 0.05
H 0.2367 -6.2250 2.5676 0.99 -0.07 -0.23
O -1.7545 -0.7062 2.4467 0.37 0.57 -0.24
H 1.2927 3.5251 -3.1769 -0.28 -0.08 -0.54
H 2.4405 1.1911 -0.5247 0.68 0.80 1.16
H -4.9098 0.0724 4.9933 -0.72 -0.17 -0.05
C 3.5165 -3.6057 2.4059 1.35 -1.07 -0.45
H -0.9541 -0.8098 -0.1455 0.84 0.19 0.12
O 4.6465 -3.6734 -2.2511 -1.35 0.78 0.12
O 2.1445 -1.9297 -1.8270 0.83 0.41 0.15
O -0.1933 4.0710 -1.4790 -1.05 0.85 0.40
O 2.6113 -0.0672 3.6070 -0.24 -1.12 2.41
H 5.0000 -1.0609 -2.8131 -0.41 -0.56 -0.69
H 2.4005 -0.4510 4.5398 0.15 1.04 -2.32
H -2.7136 0.1622 -2.1813 0.87 0.58 -0.42
C -1.9915 0.8632 -2.6932 -1.11 -1.66 0.64
O 2.4327 4.7242 -1.5278 0.67 0.36 -0.37
H 6.5832 2.5787 -1.7318 -0.26 0.01 0.61
H 3.1499 2.1436 -5.0759 0.12 -0.41 -0.08
H 3.4687 -3.5699 -4.6776 0.32 0.76 -0.61
H -3.5051 1.7297 -3.8934 -0.39 -0.42 -1.23
H 1.3309 0.3535 -1.0072 -0.07 -0.16 -0.01
H -0.1932 1.5220 0.9877 0.39 -1.18 -0.88
H 1.4469 1.1997 -3.1460 0.41 0.34 0.14
H 2.8381 4.4329 -2.3875 -0.31 -0.02 0.81
C -1.0024 0.8194 7.8114 -1.83 -0.55 0.79
H -1.4634 0.3090 -3.4665 -0.40 -0.06 -0.61
O -0.9680 -4.8687 1.4917 2.20 -0.93 -0.04
O 0.4508 1.2360 2.9791 0.18 0.05 -0.87
O 3.5900 -1.4667 -4.5708 -0.07 -1.41 -0.06
H 0.4300 -1.2306 6.1140 -0.79 -0.32 2.28
O 2.1732 0.7264 -1.3074 -0.95 -0.71 -1.43
C -6.6705 -2.2469 -2.7582 0.15 -0.25 1.83
O 2.7567 -4.6417 2.9609 -1.08 -0.42 0.62
H -5.7340 4.7497 4.9130 -0.10 0.09 -0.15
C -4.1529 0.2330 5.7370 2.36 -0.21 -0.58
C 5.2277 -1.7122 -0.8988 0.69 1.58 -1.36
H -1.1822 4.5231 3.4401 0.35 0.14 0.41
H -4.5280 -6.4372 -2.3685 0.64 -0.46 0.24
C -2.4160 -3.1607 -3.2717 0.54 -1.72 -0.78
H 6.2654 2.1189 -0.0334 -0.18 0.09 0.01
C -1.1690 -1.7786 1.7085 0.18 -0.48 0.10
H 4.2892 -1.7175 -0.3837 -0.61 -0.15 0.47
O 2.6309 2.0666 -7.7742 -0.83 0.13 -1.14
H 1.1762 -0.3907 -7.7292 -1.19 0.83 -0.02
O -2.7538 -7.6896 -2.3462 -0.73 1.10 -0.53
C -0.5459 5.4601 -1.6860 2.97 -0.72 -1.16
H 1.3766 -5.4278 -0.5394 -0.04 0.54 0.11
H -2.9474 -7.6388 -3.3000 0.49 -0.15 0.55
H 1.6178 4.2322 -1.3450 -0.09 -0.04 -0.30
C 5.5957 -3.0482 -1.4264 1.22 -0.54 -0.37
H -1.4053 -6.4795 2.7675 -0.76 -0.34 -0.30
H -1.1164 -6.8153 -1.5395 -0.82 -0.98 -1.29
H 0.0272 1.1059 7.9003 0.54 -0.27 0.22
C -3.9649 -7.1598 -1.7401 -0.74 -1.26 0.22
H 3.3476 2.6262 0.5386 -0.76 -0.32 0.62
O 1.6274 -4.5675 -0.1416 -0.04 -0.55 -0.47
H -5.5498 3.0874 3.0143 -0.34 -0.01 0.30
H 5.2150 4.4551 -1.6534 -0.14 0.04 -0.07
H 3.0011 -2.7311 2.1180 -0.88 1.09 0.15
H 0.1768 0.1200 -6.6938 0.03 -0.02 -0.85
H 0.7404 -1.9783 4.8553 -0.32 -0.24 -0.08
H -4.2987 3.9982 2.2667 0.08 0.02 0.92
H 4.0219 -3.9501 1.5274 0.18 -0.33 -0.90
H -4.1168 2.2353 5.7539 -0.13 -1.19 0.07
C 0.2942 2.0252 1.7916 0.97 0.63 0.59
```
Forces are in eV/Å.

For the total energy, the calculation gives -3991.03958 Ha. For the frontier orbital gap, the calculation gives 10.303 eV. As for the LUMO energy: 0.0143 hartree.

Mulliken population analysis, charges in e, atoms 1 to 8: atom 1 (O): -0.44, atom 2 (H): 0.23, atom 3 (H): 0.14, atom 4 (O): -0.59, atom 5 (H): 0.02, atom 6 (C): 1.12, atom 7 (H): -0.01, atom 8 (H): 0.36